Run a
Molecular formula: C4H16NO2
Method: DFT, ωB97M-V/def2-TZVPD

Last column: Löwdin charge in e.
Positions of all 23 atoms, in Å:
O -1.3749 -1.1549 -0.5224  -0.07
O -2.5292 -1.0312 -2.9179  -0.03
N 0.4284 0.3729 0.8469  0.00
C 1.4057 -0.0698 1.9221  -0.18
C -0.2165 1.8674 -1.0674  -0.05
C 1.4980 -1.5635 2.0409  -0.06
C 0.9221 1.3925 -0.1756  -0.15
H -1.0646 2.3468 -0.5683  0.10
H -0.6065 1.0282 -1.6295  0.06
H 0.2458 2.5956 -1.7011  0.08
H -3.3717 -1.4735 -3.0845  0.08
H 2.3774 0.2545 1.5194  0.12
H -1.9063 -1.1600 -1.3545  0.01
H 0.5590 -2.0557 2.2543  0.08
H -2.0448 -1.0595 0.1593  0.06
H 1.7430 0.8753 -0.6641  0.14
H -2.5351 -0.2882 -3.5429  0.08
H 0.1567 -0.4670 0.2923  0.11
H 1.8354 -1.9195 1.0567  0.10
H 1.3315 2.1997 0.4154  0.12
H 1.3041 0.6487 2.7437  0.14
H -0.4704 0.5508 1.2897  0.17
H 2.3128 -1.8897 2.6875  0.10

Properties
**Spin multiplicity**: 1
**Total charge**: +1



Run b
Molecular formula: C4H16NO2
Method: DFT, ωB97M-V/def2-TZVPD

Last column: Löwdin charge in e.
Positions of all 23 atoms, in Å:
O -0.4627 -1.0171 -2.1938  -0.06
O -1.3093 -3.4601 -2.5430  -0.05
N -1.0733 0.1806 0.1789  0.17
C 1.8780 0.4070 1.0151  -0.07
C 0.6599 1.0714 1.6717  -0.41
C 1.1414 2.3514 2.4012  -0.06
C -0.3987 1.4592 0.6104  -0.11
H 1.6668 -0.3510 0.2415  0.08
H -0.5263 -3.9709 -2.7883  0.07
H 2.3198 -0.2681 1.7487  0.09
H 1.0941 3.2117 1.7111  0.09
H 0.2422 1.7875 -0.2074  0.13
H -1.1123 -0.4573 0.9840  0.16
H -0.1280 -0.4681 -2.9044  0.07
H -0.6269 -0.3662 -0.6001  0.10
H -1.1228 2.2188 0.8742  0.13
H 2.2298 2.3658 2.4646  0.08
H 2.5020 1.1667 0.5561  0.09
H -2.0552 0.2690 -0.0332  0.16
H -1.1512 -1.6843 -2.3496  0.03
H 0.2181 0.4309 2.4340  0.13
H -1.9660 -3.7941 -3.1758  0.08
H 0.5758 2.5591 3.2990  0.08

Properties
**Spin multiplicity**: 1
**Total charge**: +1



Run c
Molecular formula: C4H16NO2
Method: DFT, ωB97M-V/def2-TZVPD

Last column: Löwdin charge in e.
Positions of all 23 atoms, in Å:
O -1.6717 -0.5622 -1.4338  -0.05
O -1.6581 -3.8601 -1.0576  -0.07
N -0.0704 0.6369 0.6882  0.00
C 1.0996 1.6332 0.5499  -0.32
C 2.4134 0.8540 0.4579  -0.04
C 0.7250 2.4719 -0.6884  -0.04
C -0.0878 -0.1567 1.9215  -0.01
H -1.6614 -0.5483 -2.3964  0.06
H 1.1309 2.3809 1.3645  0.16
H 3.0413 1.3440 -0.2798  0.09
H -0.1295 -0.0468 -0.0952  0.15
H -0.9033 -0.8856 1.9111  0.11
H -1.4363 -4.2393 -0.1870  0.05
H 2.3660 -0.2119 0.2623  0.09
H 0.8907 -0.4709 2.2576  0.10
H -2.3344 -1.2257 -1.1983  0.05
H 1.4710 2.4700 -1.4898  0.09
H -0.0853 2.0676 -1.3062  0.08
H 0.3148 3.4620 -0.4292  0.10
H -2.1799 -4.6110 -1.3777  0.05
H 2.9201 0.9276 1.4079  0.08
H -0.3005 0.5459 2.7444  0.11
H -0.8743 1.2555 0.6554  0.16

Properties
**Spin multiplicity**: 1
**Total charge**: +1



Which structure loses on stability? run c does.



Run a
Molecular formula: C3H5NS2
Method: DFT, ωB97M-V/def2-TZVPD

Last column: Löwdin charge in e.
Positions of all 11 atoms, in Å:
S -2.4702 -1.2958 -0.0199  0.64
S 1.0213 -1.7371 -0.2529  0.77
N -0.9958 0.8185 -0.4357  -0.04
C -1.1425 -0.3642 0.1524  -1.09
C 0.4556 0.9437 0.1248  -0.15
C 0.2033 -0.5430 0.6270  -0.80
H 0.0924 -0.6667 1.7539  0.13
H 2.3998 -1.0752 -0.3260  -0.01
H -1.2491 1.0405 -1.8973  0.33
H 0.3533 1.8393 0.8203  0.12
H 1.3320 1.0400 -0.5466  0.09

Properties
**Spin multiplicity**: 1
**Total charge**: 0



Run b
Molecular formula: C3H5NS2
Method: DFT, ωB97M-V/def2-TZVPD

Last column: Löwdin charge in e.
Positions of all 11 atoms, in Å:
S -1.6782 -0.4755 -0.6360  0.84
S 1.6202 -0.5200 -0.4723  0.90
N -0.8041 -1.7601 0.0003  -0.41
C 0.4841 -1.7436 0.0148  -0.62
C -0.7518 0.7632 0.3091  -0.55
C 0.5987 0.9920 -0.3294  -0.55
H 1.1503 1.7090 0.2649  0.07
H 0.4612 1.4099 -1.2754  0.04
H -1.3439 1.7721 0.3094  0.11
H 0.9292 -2.6701 0.4344  0.08
H -0.6658 0.5233 1.3802  0.08

Properties
**Spin multiplicity**: 1
**Total charge**: 0



Which structure loses on stability? run a does.



Run a
Molecular formula: C4H3Br
Method: DFT, ωB97M-V/def2-TZVPD

Last column: Löwdin charge in e.
Positions of all 8 atoms, in Å:
Br 1.6474 -1.4825 -0.8412  0.58
C 0.3986 1.0876 -0.1442  -0.12
C 0.5959 2.7156 1.8296  0.12
C 0.3058 -0.4692 0.2176  -0.52
C 0.2972 2.0047 0.7960  -0.25
H 0.6674 1.3921 -1.2043  0.12
H -0.5474 -0.9614 0.0153  -0.01
H 0.5128 -0.8440 1.2387  0.07

Properties
**Spin multiplicity**: 1
**Total charge**: 0



Run b
Molecular formula: C4H3Br
Method: DFT, ωB97M-V/def2-TZVPD

Last column: Löwdin charge in e.
Positions of all 8 atoms, in Å:
Br -1.3319 2.2210 0.3032  0.62
C -0.5295 0.5705 -0.4459  -0.59
C 0.7976 -1.3964 0.2787  -0.23
C 0.3801 -0.1008 0.4262  -0.19
C 1.0205 -2.6466 0.1159  0.09
H -1.2130 -0.1338 -0.6413  0.04
H -0.0451 0.7894 -1.3570  0.08
H 0.9213 0.6968 1.3202  0.19

Properties
**Spin multiplicity**: 1
**Total charge**: 0



Which structure loses on stability? run b does.



Run a
Molecular formula: CH4O2SSi
Method: DFT, ωB97M-V/def2-TZVPD

Last column: Löwdin charge in e.
Positions of all 9 atoms, in Å:
S -0.2756 0.0550 1.5181  0.69
Si 0.2102 -0.3007 -1.2860  0.54
O -0.6558 -1.3594 1.4888  -0.35
O -0.3059 0.7592 2.7911  -0.33
C 0.0587 0.8206 0.1269  -0.55
H 0.4747 2.1214 0.2657  0.18
H -1.1312 -0.9120 -1.8987  -0.04
H 0.9396 0.2973 -2.4555  -0.07
H 0.6854 -1.4814 -0.5504  -0.07

Properties
**Spin multiplicity**: 1
**Total charge**: 0



Run b
Molecular formula: CH4O2SSi
Method: DFT, ωB97M-V/def2-TZVPD

Last column: Löwdin charge in e.
Positions of all 9 atoms, in Å:
S 1.5853 0.1902 0.3324  0.69
Si -1.4017 -0.3119 -0.0021  0.62
O 1.7776 -0.9058 1.2978  -0.34
O 2.7939 0.8081 -0.1160  -0.32
C 0.3170 0.2264 -0.6817  -0.47
H -1.2889 -1.6307 0.5951  -0.08
H 0.4313 1.1254 -1.2894  0.03
H -2.4865 -0.4785 -1.0166  -0.09
H -1.7280 0.9767 0.8805  -0.04

Properties
**Spin multiplicity**: 1
**Total charge**: 0



Which structure loses on stability? run a does.



Run a
Molecular formula: C6H4N2O
Method: DFT, ωB97M-V/def2-TZVPD

Last column: Löwdin charge in e.
Positions of all 13 atoms, in Å:
O -0.7579 -0.9528 1.0238  -0.07
N -2.9752 0.5737 -0.6713  0.18
N 2.4106 2.0004 0.4630  0.17
C -0.7087 0.4501 0.6533  -0.17
C 0.4952 0.5466 -0.5059  -0.20
C 1.5520 1.4040 0.0262  -0.20
C 0.7817 -0.9533 -0.6639  -0.03
C -2.0472 0.6077 -0.0259  -0.16
C 0.1550 -1.6216 0.3059  -0.14
H 0.1747 -2.7368 0.4618  0.15
H 1.5152 -1.3239 -1.3452  0.10
H -0.5861 1.0532 1.7097  0.21
H -0.0090 0.9526 -1.4316  0.16

Properties
**Spin multiplicity**: 1
**Total charge**: 0



Run b
Molecular formula: C6H4N2O
Method: DFT, ωB97M-V/def2-TZVPD

Last column: Löwdin charge in e.
Positions of all 13 atoms, in Å:
O 3.1480 0.0778 0.1654  0.12
N 1.1741 -1.3100 -0.4091  0.15
N -1.1701 -1.3822 -0.0599  0.11
C -1.5190 1.0138 -0.2358  0.01
C 1.0542 0.9155 -0.0636  0.00
C -0.1281 0.6139 -0.2249  -0.22
C -0.0737 -0.8291 -0.2795  -0.48
C -2.1452 -0.2693 0.2162  -0.01
C 2.0022 -0.1054 -0.2084  -0.42
H 1.4775 -2.3390 0.8412  0.36
H -1.9513 2.0752 -0.0631  0.12
H 1.4872 1.8418 0.0051  0.12
H -3.3558 -0.3031 0.3163  0.14

Properties
**Spin multiplicity**: 1
**Total charge**: 0



Which structure loses on stability? run b does.



Run a
Molecular formula: C3H5FN
Method: DFT, ωB97M-V/def2-TZVPD

Last column: Löwdin charge in e.
Positions of all 10 atoms, in Å:
F 1.6770 -3.1586 0.1539  0.18
N -0.2175 1.1481 0.5887  0.15
C -0.3610 0.1770 -0.6108  -0.23
C 1.2682 -2.0151 -0.1402  -0.01
C 0.1003 -1.1361 -0.2708  0.04
H -1.4542 0.1137 -0.8888  0.16
H 0.5991 1.0787 1.1993  0.16
H -0.5149 2.1311 0.1654  0.22
H -1.0523 1.0023 1.2916  0.21
H -0.0446 0.6588 -1.4882  0.11

Properties
**Spin multiplicity**: 1
**Total charge**: +1



Run b
Molecular formula: C3H5FN
Method: DFT, ωB97M-V/def2-TZVPD

Last column: Löwdin charge in e.
Positions of all 10 atoms, in Å:
F 0.9186 2.6220 -1.7277  0.09
N -0.9526 -0.6356 0.1864  0.17
C 1.4649 0.3968 -0.1818  0.17
C 0.2005 1.6778 -1.2650  0.14
C 0.5894 -0.5357 0.4773  -0.28
H -1.5620 -0.7770 0.9664  0.14
H -1.4836 -1.3394 -0.3931  0.20
H -0.9828 0.3109 -0.2198  0.07
H 0.8519 -0.1946 1.5585  0.18
H 0.9556 -1.5253 0.5989  0.11

Properties
**Spin multiplicity**: 1
**Total charge**: +1



Which structure loses on stability? run b does.